This record from the Open Molecules 2025 dataset describes 6 unconnected molecules or ions with the total composition C8H30N2O6 in a non-equilibrium geometry. The level of theory is ωB97M-V/def2-TZVPD.

Geometry as ORCA input:
```
! RIJCOSX wB97M-V def2-TZVPD def2/J DEFGRID3
* xyz 0 1
C 1.105 0.223 2.143
C 0.875 -1.098 1.407
C 0.937 -0.985 -0.124
O 0.038 -1.973 -0.679
C 0.131 -1.844 -2.098
N 1.830 -2.113 1.936
H 0.433 1.036 1.864
H 2.128 0.597 2.051
H 0.934 0.037 3.206
H -0.134 -1.445 1.636
H 1.971 -1.071 -0.469
H 0.548 -0.008 -0.423
H -0.561 -2.546 -2.561
H 1.133 -2.146 -2.421
H -0.055 -0.839 -2.483
H 2.678 -1.572 2.070
H 1.489 -2.442 2.831
C 2.105 3.787 -1.272
C 0.811 3.836 -2.102
C -0.458 3.665 -1.288
O -0.405 2.366 -0.730
C -1.501 1.914 0.025
N 0.775 5.116 -2.810
H 2.978 3.809 -1.922
H 2.088 2.888 -0.646
H 2.185 4.630 -0.584
H 0.773 3.050 -2.860
H -1.288 3.690 -2.001
H -0.616 4.500 -0.598
H -2.471 2.171 -0.407
H -1.406 2.193 1.078
H -1.444 0.823 0.025
H 1.632 5.307 -3.310
H 0.669 5.875 -2.145
O -2.316 -2.253 0.650
H -1.891 -3.092 0.897
H -1.602 -1.760 0.211
O 1.254 -4.311 0.007
H 0.933 -3.432 -0.295
H 1.767 -4.106 0.798
O -4.980 -2.888 1.333
H -5.066 -2.375 2.141
H -4.049 -2.770 1.065
O -1.238 -4.436 2.219
H -0.957 -5.199 1.696
H -1.763 -4.805 2.939
*
```

For the molar mass, the calculation gives 250.34 g mol⁻¹. As for the structure (SMILES): COC[C@H](C)N.COC[C@H](C)N.O.O.O.O. The frontier orbital gap comes out at 10.0101 eV. For the HOMO energy, the calculation gives -9.4115 eV. The calculation puts the total energy at -883.709755 a.u.